{
  "formula": "C4H38N2O14",
  "method": "ωB97M-V/def2-TZVPD",
  "symbols": ["C", "O", "C", "C", "C", "N", "N", "H", "H", "H", "H", "H", "H", "H", "H", "H", "H", "H", "H", "H", "H", "O", "H", "H", "O", "H", "H", "O", "H", "H", "O", "H", "H", "O", "H", "H", "O", "H", "H", "O", "H", "H", "O", "H", "H", "O", "H", "H", "O", "H", "H", "O", "H", "H", "O", "H", "H", "O"],
  "coordinates": [[-1.75187, 2.60307, -0.35110], [-2.31633, 2.41815, 0.95372], [-0.23675, 2.33322, -0.03079], [0.54204, 2.66681, -1.33289], [2.09405, 2.78667, -0.95627], [2.74616, 1.64261, -0.26033], [-0.20960, 0.75975, 0.15845], [-1.83481, 3.65188, -0.51810], [-2.07228, 1.90812, -1.07927], [0.04991, 3.01380, 0.96432], [0.45922, 1.90017, -2.21091], [0.23927, 3.67111, -1.75479], [2.73224, 2.84711, -1.92087], [2.41018, 3.72562, -0.45555], [2.59787, 0.72410, -0.83921], [2.32528, 1.24348, 0.56184], [-3.21541, 2.04562, 0.82539], [-1.06465, 0.44043, 0.66534], [0.58293, 0.37849, 0.62383], [-1.12523, 2.46534, 3.17131], [-0.88650, 2.05488, 4.82966], [-0.88093, 1.75192, 3.89834], [2.23550, 2.07403, 2.17123], [2.76605, 3.42938, 2.58122], [1.94969, 2.92867, 2.47164], [-1.28675, -3.33803, -1.34654], [-2.48726, -2.58672, -2.03544], [-1.88096, -3.36104, -2.16052], [4.95880, 0.05969, 1.50533], [4.38251, 1.27819, 2.50847], [4.26609, 0.33086, 2.22818], [-4.28879, -0.95177, -1.21493], [-5.32005, 0.00548, -1.46421], [-4.75455, -0.15464, -0.78126], [-0.48102, -2.37949, 3.84073], [0.55189, -3.35300, 2.97688], [-0.18317, -3.33907, 3.61601], [-0.83063, -3.82326, -3.56526], [0.54076, -3.12076, -3.22438], [0.12828, -3.89778, -3.71411], [-0.31509, 0.12701, 3.03036], [0.66352, -0.75235, 3.51399], [0.13958, -0.62198, 2.73470], [2.42694, -3.06341, -1.93373], [2.52434, -1.62036, -1.85705], [2.30294, -2.39665, -2.57238], [-0.18420, -1.33738, -2.76306], [-0.30353, -0.33427, -1.72102], [-0.78992, -0.82517, -2.30362], [0.60959, -3.25887, -0.48107], [1.48268, -2.20750, 0.36522], [1.11654, -2.46827, -0.51090], [-0.81152, -3.09719, 1.95777], [-0.76706, -1.92284, 0.91173], [-0.66625, -2.91376, 0.97880], [-3.56800, 0.19493, -2.50103], [-2.19540, -0.25269, -2.89484], [-3.11635, -0.08231, -3.28902]],
  "homo_ev": [-12.3, -12.3],
  "multiplicity": 2,
  "charge": 1,
  "homo_lumo_gap_ev": [8.87, 2.86],
  "de_lowest_ev": 4.132,
  "s_squared": 0.76
}

***

{
  "formula": "C4H38NO16",
  "method": "ωB97M-V/def2-TZVPD",
  "symbols": ["O", "C", "C", "N", "C", "C", "O", "H", "H", "H", "H", "H", "H", "H", "H", "H", "H", "H", "H", "O", "H", "H", "O", "H", "H", "O", "H", "H", "O", "H", "H", "O", "H", "H", "O", "H", "H", "O", "H", "H", "O", "H", "H", "O", "H", "H", "O", "H", "H", "O", "H", "H", "O", "H", "H", "O", "H", "H", "O"],
  "coordinates": [[0.98989, 1.72154, -3.79357], [-0.33088, 1.90996, -3.62634], [-0.98616, 0.72258, -2.89719], [-1.28451, 1.11943, -1.45264], [-0.71692, 0.24818, -0.32463], [0.19888, 1.25726, 0.39974], [-0.90473, 2.87239, -4.01561], [1.48400, 0.99238, -3.35149], [-0.28542, -0.12472, -2.82288], [-1.87664, 0.28237, -3.40514], [-2.30025, 1.02803, -1.29228], [-1.07316, 2.10315, -1.34277], [-1.56511, 0.01649, 0.32091], [-0.21749, -0.66710, -0.71549], [-0.34683, 2.20886, 0.59064], [0.40496, 0.86858, 1.39977], [1.17689, 1.54833, -0.04244], [0.29998, -4.07135, 1.64194], [0.94839, -2.76556, 2.14356], [0.10000, -3.14720, 1.82695], [4.83468, -2.79828, 0.41753], [3.67197, -2.69583, 1.36676], [3.96049, -3.18931, 0.55220], [-0.94880, 4.75658, -1.76616], [-1.53505, 4.09255, -0.41722], [-0.91041, 4.01497, -1.16063], [3.42781, 3.22515, -2.74948], [2.16401, 3.37116, -1.93804], [2.98860, 2.81580, -1.99392], [-1.24743, -2.99258, -0.59982], [-1.44633, -2.88731, 0.84655], [-1.98367, -2.88545, 0.02856], [-1.27787, 1.46961, 3.06051], [-2.59887, 1.09523, 3.27486], [-2.10603, 1.49023, 2.53139], [0.36103, 0.37867, 5.04897], [-0.64007, -0.63421, 4.42307], [0.07901, 0.01591, 4.19844], [-3.05079, 4.14543, 1.37333], [-2.53623, 2.81798, 1.63471], [-2.26693, 3.64211, 1.09902], [1.18178, -1.10943, 3.28907], [1.86269, -1.20112, 1.83349], [1.89523, -1.49882, 2.75543], [-1.47251, -2.15700, 3.41228], [-1.43088, -2.59991, 5.01299], [-1.67356, -1.95688, 4.33275], [2.78962, -2.47039, -0.69084], [2.23536, -1.02132, -1.30128], [2.05653, -1.80526, -0.75759], [0.76601, -2.70511, -1.47219], [0.21149, -3.88705, -2.40413], [0.05682, -3.00790, -2.05788], [3.26920, -0.06952, -3.08639], [2.70073, 1.21698, -2.18553], [2.65340, 0.22786, -2.41201], [-2.61488, -1.66525, -0.83843], [-4.04565, -0.89153, -0.93377], [-3.09540, -0.77033, -0.96764]],
  "homo_ev": -13.4,
  "charge": 1,
  "homo_lumo_gap_ev": 11.16,
  "de_lowest_ev": 1.365
}

***

{
  "formula": "C4H38O14S2",
  "method": "ωB97M-V/def2-TZVPD",
  "symbols": ["C", "C", "S", "S", "C", "C", "H", "H", "H", "H", "H", "H", "H", "H", "H", "H", "H", "H", "O", "H", "H", "O", "H", "H", "O", "H", "H", "O", "H", "H", "O", "H", "H", "O", "H", "H", "O", "H", "H", "O", "H", "H", "O", "H", "H", "O", "H", "H", "O", "H", "H", "O", "H", "H", "O", "H", "H", "O"],
  "coordinates": [[2.00153, 3.26879, 0.84654], [3.22346, 2.36004, 0.98222], [2.83817, 1.26991, 2.44840], [3.55887, -0.58910, 2.08861], [2.48260, -1.52362, 0.89600], [1.39915, -2.39507, 1.63884], [2.05078, 4.06161, 1.60575], [1.06780, 2.73095, 1.19948], [2.01466, 3.90712, -0.06332], [4.20535, 2.94692, 1.21234], [3.53687, 1.83004, 0.09138], [2.06726, -0.90985, 0.11824], [3.27336, -2.06316, 0.31733], [1.28080, -3.28776, 1.06786], [0.42883, -1.82489, 1.79252], [1.87149, -2.57491, 2.60298], [-0.55800, -3.05960, -0.94310], [-1.81666, -2.21479, -1.48942], [-1.54047, -2.92741, -0.88587], [-0.02851, -0.23944, 4.50252], [-1.18426, -0.53449, 3.63066], [-0.99533, -0.11967, 4.48312], [-2.64201, -2.15812, 0.75463], [-3.40706, -3.47972, 0.68432], [-3.33140, -2.66860, 1.18063], [-0.22778, 0.21746, 1.16806], [-0.97042, -1.09158, 0.99622], [-0.86349, -0.36814, 1.59072], [-4.30602, -0.86987, -0.74574], [-4.48734, -2.35526, -0.41560], [-4.25061, -1.77074, -1.13021], [-3.60932, 2.20354, -2.95996], [-2.52966, 2.49147, -1.79578], [-2.75240, 2.58318, -2.76202], [1.62828, -2.02007, -2.26866], [0.47184, -3.02026, -2.68444], [0.94319, -2.62529, -1.87485], [-2.74701, 1.00900, -0.72777], [-2.43536, 1.94827, 0.50764], [-3.03464, 1.81399, -0.27659], [-1.71784, 1.61638, 2.26396], [-1.68411, 2.96429, 2.71450], [-1.65901, 2.53230, 1.83283], [-2.65424, 0.67631, -2.90956], [-3.41489, -0.57333, -2.21824], [-2.55836, -0.14780, -2.40298], [0.12062, 2.66731, -2.37982], [1.03068, 2.58518, -1.20737], [1.02484, 2.59052, -2.15476], [2.74276, 0.02557, -3.59685], [1.63458, 0.84830, -2.93519], [1.86370, -0.02517, -3.22000], [-0.63709, -0.07921, -1.56881], [0.57483, 0.55283, -0.85278], [-0.37541, 0.61041, -0.89373], [-0.58495, -1.83394, -5.02160], [-0.64480, -1.13635, -3.77890], [-0.50209, -2.04569, -4.07358]],
  "homo_ev": -8.8,
  "homo_lumo_gap_ev": 8.85,
  "de_lowest_ev": 0.000
}

***

{
  "formula": "C4H39N2O13",
  "method": "ωB97M-V/def2-TZVPD",
  "symbols": ["C", "C", "C", "C", "N", "N", "H", "H", "H", "H", "H", "H", "H", "H", "H", "H", "H", "H", "H", "H", "H", "O", "H", "H", "O", "H", "H", "O", "H", "H", "O", "H", "H", "O", "H", "H", "O", "H", "H", "O", "H", "H", "O", "H", "H", "O", "H", "H", "O", "H", "H", "O", "H", "H", "O", "H", "H", "O"],
  "coordinates": [[2.19526, 1.54779, 2.48610], [1.85387, 0.13056, 3.00588], [2.52216, -0.97845, 2.18656], [2.49971, -2.12548, 0.07010], [1.96383, -1.02355, 0.83789], [1.57808, 1.72720, 1.13109], [3.27036, 1.64486, 2.49101], [1.59743, 2.18463, 3.13344], [2.13401, 0.05843, 4.05447], [0.76402, 0.03206, 2.95653], [2.51477, -1.92872, 2.73671], [3.59436, -0.75513, 2.13897], [2.37030, -3.14563, 0.42828], [3.55170, -2.03857, -0.24214], [2.18420, -2.03221, -0.97096], [0.97021, -1.19932, 0.94968], [0.58173, 1.68609, 1.34670], [1.74674, 2.63798, 0.66978], [1.88251, 1.02093, 0.43268], [0.74472, -3.37555, -2.48827], [0.62871, -4.41311, -1.36178], [1.26041, -4.00234, -1.96661], [3.07422, 0.89866, -2.17512], [1.53559, 1.10737, -2.09480], [2.34893, 1.09784, -1.57770], [2.91191, 3.61319, -0.91690], [1.41858, 3.52078, -1.26570], [2.04724, 3.96988, -0.68884], [-1.51537, 1.45990, -0.33018], [-1.59536, 1.95546, 1.07538], [-1.11986, 2.12583, 0.24936], [-0.29254, -0.29841, -2.95594], [-0.18615, -0.00392, -4.35641], [0.38704, -0.32378, -3.65274], [-1.33927, -3.32744, 2.25541], [-0.35510, -3.03873, 3.43890], [-0.62914, -2.73409, 2.56648], [-2.15945, 0.90091, 2.75480], [-2.25974, 2.28431, 3.45538], [-1.63838, 1.63974, 3.10378], [1.07583, 2.52764, -4.64797], [1.64565, 3.71180, -3.80805], [1.11590, 2.91020, -3.76830], [-1.82788, -1.71756, 3.11289], [-2.87448, -1.46465, 4.18598], [-2.60083, -1.11258, 3.32819], [-2.90641, -1.95189, -2.57542], [-2.62886, -0.45355, -3.06499], [-2.28947, -1.21614, -2.55380], [-2.99882, -0.04967, -0.89586], [-4.09399, 1.12853, -0.56345], [-3.35897, 0.58859, -0.27335], [-3.42977, -2.77283, 0.90073], [-3.20160, -2.59246, 2.39735], [-3.30683, -3.28215, 1.70810], [-1.51239, 1.17357, -4.35226], [-2.83646, 1.65860, -3.86318], [-2.41210, 0.86169, -4.21088]],
  "homo_ev": -11.9,
  "charge": 1,
  "homo_lumo_gap_ev": 9.28,
  "de_lowest_ev": 3.395
}

***

{
  "formula": "C4H39N3O13",
  "method": "ωB97M-V/def2-TZVPD",
  "symbols": ["C", "C", "C", "N", "N", "C", "N", "H", "H", "H", "H", "H", "H", "H", "H", "H", "H", "H", "H", "H", "H", "H", "O", "H", "H", "O", "H", "H", "O", "H", "H", "O", "H", "H", "O", "H", "H", "O", "H", "H", "O", "H", "H", "O", "H", "H", "O", "H", "H", "O", "H", "H", "O", "H", "H", "O", "H", "H", "O"],
  "coordinates": [[-0.82074, 0.08546, 2.05764], [-1.43985, 1.50592, 1.54986], [-0.45380, 2.01770, 0.53641], [-0.66761, 1.20809, -0.76775], [-1.31410, -1.05575, 1.29088], [-1.46068, -2.30126, 2.02873], [-0.89404, -3.36823, 0.97231], [-0.96637, -0.06646, 3.14619], [0.23965, 0.11010, 1.98614], [-1.85530, 1.98432, 2.38741], [-2.33979, 1.29850, 0.95070], [0.67395, 2.11231, 0.91645], [-0.86927, 3.08639, 0.41297], [-0.72379, 0.20895, -0.54428], [0.17340, 1.57203, -1.32434], [-2.18342, -0.65318, 0.76077], [-0.75969, -2.45146, 2.81117], [-2.44293, -2.78805, 2.29955], [-1.46925, -4.25066, 0.81080], [-0.86673, -2.99676, 0.17249], [3.15574, -0.34781, -0.97433], [4.38595, 0.25538, -1.62455], [3.98289, -0.65554, -1.33381], [-4.89441, 1.51652, -0.28478], [-5.32995, 0.94604, 1.16229], [-5.06948, 0.74474, 0.27856], [-1.25681, 5.06135, -1.04246], [-0.07108, 4.36206, -1.83229], [-0.27315, 4.79429, -0.96940], [-2.50485, -3.00205, -1.85488], [-1.28422, -3.92214, -1.81313], [-1.95065, -3.48750, -1.33174], [2.11363, 0.23789, 0.80701], [3.38890, 0.88837, 1.58946], [2.64374, 1.03703, 1.02435], [-3.49701, -0.19963, -2.34737], [-4.08272, -0.12088, -1.11746], [-3.49831, -0.72917, -1.65565], [4.13179, -1.62597, 1.18424], [3.01768, -2.08144, 2.09062], [3.88850, -1.56371, 2.03465], [2.38497, -3.80583, -1.17360], [1.01989, -4.00779, -0.40372], [1.44964, -3.70268, -1.19497], [-3.58530, 3.43481, -0.90051], [1.43231, -1.27408, -1.34939], [1.51086, -0.56851, -0.66361], [-2.73216, 2.09585, -0.95034], [0.75832, -0.57774, -0.17995], [-3.58074, 2.48704, -1.01287], [3.19312, 2.63293, 0.41381], [3.53273, 3.96076, 0.99869], [3.95310, 3.21574, 0.63245], [1.13930, -3.94561, 1.66893], [1.11109, -2.52482, 1.62038], [1.73575, -3.22336, 1.61751], [1.09626, 2.50704, -3.58117], [2.24812, 3.08497, -3.25295], [1.42021, 3.39541, -3.56826]],
  "homo_ev": [-12.9, -12.9],
  "multiplicity": 2,
  "charge": 1,
  "homo_lumo_gap_ev": [9.95, 4.41],
  "de_lowest_ev": 5.312,
  "s_squared": 0.76
}

***

{
  "formula": "C4H39NO15",
  "method": "ωB97M-V/def2-TZVPD",
  "symbols": ["C", "N", "C", "C", "C", "H", "H", "H", "H", "H", "H", "H", "H", "H", "H", "H", "O", "H", "H", "O", "H", "H", "O", "H", "H", "O", "H", "H", "O", "H", "H", "O", "H", "H", "O", "H", "H", "O", "H", "H", "O", "H", "H", "O", "H", "H", "O", "H", "H", "O", "H", "H", "O", "H", "H", "O", "H", "H", "O"],
  "coordinates": [[0.66728, 0.46759, 1.84505], [0.45528, 0.34714, 0.40222], [0.45616, -1.01753, -0.09015], [1.16031, -2.37072, -2.06950], [0.79129, -1.21885, -1.53884], [-0.27379, 0.49311, 2.40337], [1.39245, 1.26331, 1.95801], [1.04082, -0.49359, 2.21061], [0.89470, 1.12048, -0.17476], [1.11563, -1.62659, 0.51970], [-0.60995, -1.30704, -0.04688], [1.31702, -2.47336, -3.13350], [1.42701, -3.18007, -1.39833], [0.55839, -0.39223, -2.17481], [-0.41561, -5.03095, 0.39713], [0.12132, -3.54097, 0.51131], [0.32110, -4.43806, 0.27989], [-1.43160, 0.51605, -2.06227], [-2.09701, -0.37771, -3.07850], [-1.65724, 0.48054, -2.99845], [-0.86105, 3.99557, -1.81090], [-2.01251, 4.06790, -2.78917], [-1.05917, 4.18088, -2.72691], [-2.35933, 1.83134, -1.09464], [-1.41503, 1.15020, 0.02558], [-1.86644, 1.95050, -0.25234], [-2.75075, -3.11988, 2.09327], [-1.46117, -2.20947, 1.86455], [-2.24932, -2.57935, 1.47995], [-2.95976, 1.81249, -2.96583], [-4.11256, 2.28174, -2.12509], [-3.29756, 2.60770, -2.48764], [-0.13692, -3.81884, 3.48953], [1.05097, -2.96191, 2.94513], [0.08610, -3.02075, 3.00337], [0.10371, 3.10229, -3.62450], [0.13351, 1.74532, -4.46187], [0.61042, 2.29166, -3.83397], [-2.71224, 0.47698, 0.10394], [-2.72513, -0.98039, 0.30196], [-3.02803, -0.31258, -0.34180], [-0.24362, 3.80110, 1.49596], [-0.14138, 3.07955, 0.15735], [0.35955, 3.27820, 0.95363], [3.19637, -2.14875, 2.68324], [3.69055, -3.46929, 2.44966], [3.07614, -3.03028, 3.06819], [2.75000, 1.72953, -1.74659], [1.35336, 1.76713, -2.39952], [1.81944, 1.74682, -1.52896], [-4.19786, 1.12747, 3.02576], [-3.70940, -0.04277, 2.25742], [-4.50667, 0.49059, 2.36396], [3.44248, -0.94998, -0.43523], [4.12054, -0.23435, 0.76252], [3.82911, -1.09710, 0.43283], [4.83266, 1.80772, 2.22929], [3.60990, 1.36694, 2.93228], [4.50751, 1.06549, 2.74433]],
  "homo_ev": [-13.7, -13.7],
  "multiplicity": 2,
  "charge": 1,
  "homo_lumo_gap_ev": [10.90, 6.42],
  "de_lowest_ev": 0.000,
  "s_squared": 0.75
}